Computed, not measured: C5H8N2 in the gas phase in a non-equilibrium geometry, with ωB97M-V/def2-TZVPD.

```
15
Properties=species:S:1:pos:R:3:forces:R:3
N 1.383148 -1.058012 2.677122 -0.2 0.4 -1.0
C 0.927850 -0.471066 1.788562 0.6 -0.7 1.4
C 0.114520 0.314590 0.859715 -0.6 0.1 0.6
N -1.194951 0.590496 1.620992 -0.3 0.0 -0.6
C -0.050704 -0.460379 -0.478356 -0.4 0.3 0.6
C 0.911777 -0.273322 -1.643173 0.1 0.0 0.3
C -0.467824 0.306624 -1.697562 -0.2 0.1 0.0
H 0.679386 1.234623 0.612449 -0.7 -0.2 0.4
H -1.286819 1.078623 2.549762 1.4 -0.4 -1.6
H -1.684210 -0.285766 1.794359 0.3 0.0 -0.4
H -0.442632 -1.470365 -0.365651 0.0 0.2 0.0
H 1.752603 0.402371 -1.518852 -0.1 0.0 0.0
H 1.132061 -1.141965 -2.265566 -0.1 0.2 0.3
H -1.201290 -0.149023 -2.351908 0.1 0.1 0.0
H -0.572915 1.382570 -1.581895 0.0 -0.2 0.0
```
Positions in Å, forces in eV/Å.

Output
* net charge: 0
* frontier orbital gap: 10.8 eV
* DFT total energy: -8293.1976 eV
* ΔE to the lowest compared entry with this formula, charge and spin: 41.48 kcal/mol

What are the natural (NBO) partial charges on each atom? They are as follows, in elementary charge units: -0.33, 0.26, -0.14, -0.84, -0.23, -0.41, -0.41, 0.24, 0.39, 0.36, 0.22, 0.22, 0.23, 0.22, 0.22


Computed, not measured: 10 unconnected molecules or ions with the total composition C41H63BN10O2P in a non-equilibrium geometry, with ωB97M-V/def2-TZVPD.

```
118
Properties=species:S:1:pos:R:3:forces:R:3
C 2.654628 3.553416 -1.398463 0.0 0.0 -0.2
C 2.918705 2.455893 -2.444200 -0.1 0.4 0.6
P 4.399704 1.288056 -2.073144 -0.1 0.4 -0.5
C 3.291096 0.110004 -1.020377 -0.4 0.0 0.0
N 2.883833 0.635440 0.281557 0.2 -0.2 0.0
C 3.950514 0.636976 1.278420 -0.3 0.2 0.1
C 4.029152 0.223797 -3.675334 0.4 -0.4 0.1
B 5.315391 -0.434789 -4.264143 -0.3 0.1 -0.1
O 5.279281 -1.729532 -4.822573 0.4 -0.6 0.8
O 6.539351 0.216933 -4.341515 0.4 -0.2 0.3
H 1.597190 3.604839 -1.150260 -0.2 0.0 0.2
H 2.934507 4.533460 -1.779543 0.1 0.2 0.0
H 3.213730 3.395355 -0.480067 0.1 -0.1 0.2
H 1.994008 1.893976 -2.573599 0.0 -0.2 -0.1
H 3.130013 2.952872 -3.387499 0.1 -0.1 -0.3
H 4.795010 2.074295 -0.895229 -0.2 -0.1 0.2
H 5.575699 0.375799 -1.773111 0.3 -0.1 0.0
H 5.261974 2.148894 -2.891370 0.2 -0.2 0.0
H 3.770836 -0.883023 -0.953414 0.3 0.0 0.1
H 2.376027 -0.040245 -1.590231 -0.2 0.1 -0.1
H 2.081679 0.126700 0.624632 0.0 0.0 0.0
H 3.687681 0.055127 2.165281 -0.1 -0.2 0.1
H 4.877518 0.230030 0.882164 0.1 -0.1 -0.1
H 4.151830 1.651842 1.613631 0.2 0.1 0.1
H 3.290922 -0.563350 -3.497020 -0.2 0.0 0.0
H 3.611269 0.874679 -4.447119 0.0 0.3 0.0
H 5.083908 -2.386571 -4.131651 -0.3 0.3 -0.6
H 7.061987 0.024714 -3.540132 -0.3 0.3 -0.6
N 0.326354 -1.434327 2.045748 0.0 0.0 0.0
C -0.314917 -0.228742 2.055940 0.0 0.0 0.0
C -1.625710 -0.448609 1.721394 0.0 0.0 0.0
C -1.777461 -1.844430 1.501766 -0.1 0.0 0.0
C -0.556866 -2.426775 1.715336 0.1 0.0 0.0
H 1.302033 -1.569567 2.243342 0.0 0.0 0.0
H 0.214181 0.679266 2.289681 0.0 0.0 0.0
H -2.387328 0.309150 1.636028 0.0 0.0 0.0
H -2.677871 -2.364235 1.219480 0.0 -0.1 0.0
H -0.239612 -3.454825 1.655795 0.0 0.0 0.1
N -5.106080 -2.833412 -0.085110 -0.1 0.0 0.1
C -5.476727 -3.236463 -1.338862 0.0 0.0 0.0
C -5.903749 -4.533746 -1.250091 0.0 0.0 0.0
C -5.788539 -4.928892 0.110119 0.0 0.0 0.0
C -5.294750 -3.858780 0.805038 0.0 0.1 0.0
H -4.741631 -1.926437 0.143821 0.1 0.0 -0.1
H -5.402193 -2.570244 -2.180542 0.0 0.0 0.0
H -6.257615 -5.134703 -2.070301 0.0 0.0 0.0
H -6.037903 -5.888789 0.529262 0.0 0.0 0.0
H -5.060010 -3.739345 1.849885 0.0 0.0 0.0
N -0.656929 1.471228 -4.127097 -0.1 0.0 -0.1
C -1.046468 1.828286 -2.869667 0.1 -0.1 0.1
C -1.783370 2.978660 -2.966514 -0.1 0.0 0.0
C -1.846230 3.323892 -4.343723 0.0 0.0 0.0
C -1.138637 2.374731 -5.033641 0.0 0.0 0.0
H -0.090803 0.671081 -4.345161 0.1 0.0 0.1
H -0.756415 1.239264 -2.016304 0.0 0.0 0.0
H -2.221900 3.515708 -2.142525 0.0 0.0 0.0
H -2.344799 4.174546 -4.777173 0.0 0.0 0.0
H -0.935118 2.271190 -6.085955 0.0 0.1 0.0
N 0.272501 -3.367394 -1.466387 0.0 0.0 0.1
C -0.461190 -4.231652 -2.231300 0.0 0.0 0.0
C 0.142785 -4.309153 -3.461004 0.0 0.0 0.0
C 1.281584 -3.455324 -3.431556 -0.1 -0.1 0.0
C 1.330941 -2.893927 -2.182728 0.1 0.1 -0.1
H 0.070389 -3.100366 -0.519554 -0.1 0.1 0.0
H -1.342602 -4.711582 -1.840706 0.0 0.0 0.0
H -0.196476 -4.907304 -4.290401 0.0 0.0 0.0
H 1.979120 -3.270768 -4.231814 0.0 0.0 0.0
H 2.028027 -2.195311 -1.749899 0.0 0.0 0.0
N -0.792739 0.556420 -8.680372 0.0 0.0 0.0
C -1.560180 -0.039812 -9.641848 0.0 0.0 0.0
C -1.388145 0.659520 -10.806685 0.0 0.0 0.0
C -0.479522 1.717706 -10.534749 0.0 0.0 0.0
C -0.129486 1.626180 -9.214035 0.0 0.0 0.0
H -0.726833 0.254224 -7.725976 0.0 0.0 0.0
H -2.158539 -0.905280 -9.416367 0.0 0.0 0.0
H -1.860060 0.436838 -11.748809 0.0 0.0 0.0
H -0.122590 2.459643 -11.228736 0.0 0.0 0.0
H 0.531794 2.226007 -8.612664 0.0 0.0 0.0
N 8.614822 0.821233 -0.816825 -0.1 0.1 0.0
C 9.370867 1.635143 -0.026122 0.0 0.0 0.0
C 10.628253 1.093340 0.058843 0.0 0.0 0.0
C 10.625920 -0.096020 -0.717434 0.0 0.0 0.0
C 9.367050 -0.233212 -1.244399 -0.1 0.0 0.0
H 7.644511 0.974750 -1.050718 -0.1 -0.1 0.0
H 8.952543 2.527227 0.406462 0.0 0.0 0.0
H 11.455343 1.504686 0.613429 0.0 0.0 0.0
H 11.450559 -0.771678 -0.872532 0.0 0.0 0.0
H 8.946977 -0.989708 -1.885003 0.0 0.0 0.0
N -6.313636 -0.287367 2.031006 0.0 0.0 0.0
C -6.554191 0.166062 3.296213 0.0 0.0 0.0
C -7.119874 1.410461 3.191858 0.0 0.0 0.0
C -7.227938 1.712851 1.806422 0.0 0.0 0.0
C -6.722642 0.644553 1.115864 0.0 0.0 0.0
H -5.896890 -1.171486 1.808932 -0.1 -0.1 0.0
H -6.299399 -0.427945 4.157247 0.0 0.0 0.0
H -7.424842 2.033570 4.016715 0.0 0.0 0.0
H -7.629753 2.610600 1.368498 0.0 0.0 0.0
H -6.619711 0.469127 0.058776 0.0 0.0 0.0
N -4.348763 1.573409 5.374044 0.1 0.0 0.0
C -3.209086 0.830556 5.504823 0.0 0.0 0.0
C -2.995257 0.623847 6.843095 0.0 0.0 0.0
C -4.049179 1.269286 7.544155 0.0 0.0 0.1
C -4.868863 1.844543 6.608440 0.0 0.0 -0.1
H -4.748132 1.869669 4.500242 0.0 -0.1 0.0
H -2.651209 0.511281 4.640121 0.0 0.0 0.0
H -2.175138 0.070914 7.270788 0.0 0.0 0.0
H -4.190956 1.304292 8.611783 0.0 0.0 0.0
H -5.772536 2.419445 6.716034 0.0 0.0 0.0
N -1.638468 1.223505 11.903978 0.0 0.0 0.0
C -2.061387 0.839139 10.661484 0.0 0.0 0.0
C -2.523423 -0.446287 10.755650 0.0 0.0 0.0
C -2.374405 -0.851316 12.109760 0.0 0.0 0.0
C -1.825811 0.200880 12.793329 0.0 0.0 0.0
H -1.248256 2.119527 12.127947 0.0 0.0 0.0
H -1.997954 1.509245 9.821061 0.0 0.0 0.0
H -2.923989 -1.030403 9.944031 0.0 0.0 0.0
H -2.639110 -1.805653 12.532660 0.0 0.0 0.0
H -1.555208 0.309003 13.829273 0.0 0.0 0.0
```
Positions in Å, forces in eV/Å.

Output
* net charge: -1
* frontier orbital gap: 5.8 eV
* DFT total energy: -72497.8976 eV

Here are the Mulliken charges for atoms 1 to 99, given in e: -1.20, -0.35, 0.96, -1.70, 0.11, -1.06, -0.85, 0.62, -0.66, -0.63, 0.26, 0.35, 0.25, -0.20, 0.57, 0.11, -0.51, 0.06, 0.72, 0.11, 0.00, 0.31, 0.32, 0.30, 0.03, 0.34, 0.28, 0.26, 0.10, -0.64, -0.70, 0.50, -1.73, 0.22, 0.47, 0.66, 0.47, 0.64, 0.26, -0.67, -0.44, -0.66, -0.32, 0.15, 0.44, 0.42, 0.45, 0.39, 0.14, -0.65, -0.62, -0.54, -0.45, 0.22, 0.74, 0.42, 0.41, 0.32, 0.15, -0.45, -0.74, -0.57, -0.25, 0.28, 0.43, 0.40, 0.49, 0.43, 0.04, -0.56, -0.34, -0.50, -0.35, 0.19, 0.37, 0.38, 0.39, 0.38, 0.06, -0.46, -0.50, -0.57, -0.37, 0.35, 0.37, 0.38, 0.38, 0.37, 0.16, -0.63, -0.46, -0.69, -0.26, 0.16, 0.39, 0.49, 0.41, 0.40, 0.15


Computed, not measured: 2 unconnected molecules or ions with the total composition C3H6N2O in a non-equilibrium geometry, with ωB97M-V/def2-TZVPD.

```
12
Properties=species:S:1:pos:R:3:forces:R:3
C -0.058097 1.906696 0.526361 0.2 -0.8 0.8
C -0.052602 1.438918 1.834522 -0.4 1.4 -1.8
N 1.246027 1.115060 2.050722 0.6 -0.8 1.5
C 1.947999 1.276726 0.920472 -0.6 0.4 -1.1
N 1.177789 1.740016 -0.047465 0.2 0.2 0.3
H -0.887377 2.361274 0.017284 -0.1 -0.2 -0.3
H -0.885359 1.441816 2.507513 0.3 -0.2 0.6
H 1.686411 0.889267 2.927822 -0.3 -0.2 0.0
H 2.985232 1.009188 0.840365 0.1 0.1 0.0
O -2.485265 -4.156904 -4.118996 0.0 0.5 -0.3
H -1.759861 -4.023400 -3.499723 -0.2 -0.4 0.0
H -2.914902 -4.998655 -3.958875 0.3 -0.1 0.3
```
Positions in Å, forces in eV/Å.

Output
* net charge: 0
* frontier orbital gap: 9.7 eV
* DFT total energy: -8235.6086 eV
* ΔE to the lowest compared entry with this formula, charge and spin: 25.14 kcal/mol

What are the natural (NBO) partial charges on each atom? They are as follows, in elementary charge units: -0.09, -0.13, -0.51, 0.15, -0.46, 0.21, 0.22, 0.41, 0.20, -0.95, 0.47, 0.47


Computed, not measured: C25H37F12NO9S3 in the gas phase in a non-equilibrium geometry, with ωB97M-V/def2-TZVPD.

```
87
Properties=species:S:1:pos:R:3:forces:R:3
C 7.922373 0.043450 2.473506 -1.0 0.5 -1.1
C 6.529597 0.218837 1.630927 0.6 -0.7 0.4
O 5.523533 -0.534156 2.364070 -1.1 1.0 0.0
C 4.313139 0.215731 2.582212 -0.3 0.3 -0.3
C 3.543729 0.647155 1.193408 2.4 2.0 1.5
O 2.175438 0.371909 1.339916 -0.6 -0.1 -1.5
C 1.542409 -0.785937 0.815008 -1.3 -1.8 2.2
C 2.499279 -2.051527 0.643155 1.1 -0.6 0.6
C 3.543396 -2.152972 -0.546194 0.3 -1.4 -0.2
O 4.924953 -2.225639 -0.004273 -0.6 -2.4 -0.7
C 5.439144 -3.548195 -0.098112 4.4 1.1 -1.2
O 6.631508 -3.690564 -0.484825 -5.0 0.3 1.8
C 0.739001 -1.204858 2.209459 2.7 0.4 0.7
O -0.016461 -2.424506 2.124620 -1.5 2.4 -1.4
S -1.677977 -1.973893 1.962858 -0.4 -1.3 5.6
O -1.959008 -1.471742 3.390468 0.6 -0.7 -4.5
O -1.804170 -0.778541 0.930514 0.6 -1.3 0.4
C -0.994642 0.006270 0.104317 -0.3 3.1 -2.4
C -1.945872 0.136340 -1.241511 -0.3 -0.5 -0.5
C -2.081778 1.539887 -1.958181 -1.1 -0.7 -2.1
C -2.104325 1.274101 -3.579035 0.2 1.8 -0.2
S -3.530095 0.173901 -4.071698 0.6 0.0 -0.6
C -0.955108 1.417690 0.915646 0.9 0.9 0.9
C -2.191314 1.726457 1.883106 -0.3 1.3 0.2
C -3.563109 2.194246 1.193415 -1.0 0.2 1.0
C -4.641808 0.991519 1.199821 -0.4 0.2 0.5
C -6.119978 1.473692 0.713582 1.6 1.6 1.8
F -6.656921 2.162086 1.881151 0.7 -1.4 -2.6
F -6.050645 2.471036 -0.302455 -0.5 -2.4 1.8
C -7.135548 0.268035 0.431578 -1.4 0.7 3.7
F -8.447537 0.716565 0.761362 3.1 -1.2 -1.2
F -6.822999 -0.771794 1.381722 -0.8 2.8 -2.4
S -7.126587 -0.456886 -1.284618 -1.3 -3.6 -2.8
F -8.703211 -1.027082 -1.011053 2.7 1.0 -0.6
F -6.562761 -1.932438 -0.656335 -0.7 2.4 -1.4
F -5.544021 -0.036990 -1.598988 -2.6 -0.1 0.7
F -7.767390 0.903748 -2.001925 1.5 -2.0 1.5
F -7.167269 -1.201695 -2.784104 0.1 1.4 2.5
C 0.469221 -0.521569 -0.427468 1.3 1.7 1.2
C 1.130250 0.534726 -1.492719 0.0 1.0 -0.6
C 1.448631 2.030629 -1.072753 1.2 2.1 0.2
C 2.969387 2.465615 -1.513703 -1.3 -0.5 -0.9
F 3.366631 3.633308 -0.771680 -0.5 -1.9 -1.2
N 0.461252 -1.796865 -1.161038 -1.5 -1.1 -2.1
C -0.436048 -2.880908 -0.933045 -5.7 -3.9 0.0
O -1.682911 -2.977973 -1.108544 6.1 1.5 0.9
F 0.127122 -4.177027 -0.593132 0.0 3.5 -0.7
C 0.774245 -1.940911 -2.560233 4.2 -3.9 -4.2
O 1.663605 -2.751006 -2.956009 -4.2 3.9 2.3
F 0.062308 -1.384123 -3.696177 0.7 -0.3 3.6
H 8.680465 -0.445200 1.770907 -0.8 0.8 1.3
H 7.703592 -0.613268 3.384657 0.4 1.0 -1.4
H 8.233210 1.098706 2.782637 0.0 -1.7 -0.3
H 6.601681 -0.278530 0.585253 0.0 1.1 1.6
H 6.210761 1.321859 1.572477 0.6 -1.6 -0.1
H 3.535880 -0.359293 3.223534 1.6 0.6 -1.1
H 4.582574 1.151830 3.194441 -0.5 -1.1 -1.0
H 4.109715 0.334414 0.254141 -1.1 -0.3 1.3
H 3.660768 1.808800 1.204546 -0.6 -1.9 -0.3
H 3.149625 -2.079895 1.610372 -1.0 0.3 -1.7
H 1.963452 -3.080315 0.688425 0.3 2.1 -0.1
H 3.573864 -1.321009 -1.318323 -0.2 -1.1 1.1
H 3.407773 -3.168942 -1.090893 -0.2 2.0 0.6
H 4.796864 -4.436548 0.226176 0.4 1.4 -0.5
H 0.225419 -0.308467 2.697298 0.2 -1.4 -0.9
H 1.617484 -1.434863 2.937469 -1.6 0.4 -1.2
H -3.031029 -0.212552 -1.014213 2.1 0.5 0.0
H -1.615870 -0.613513 -2.063888 -0.3 1.2 1.6
H -3.148009 1.954908 -1.762951 2.1 -0.3 0.0
H -1.257338 2.310573 -1.821466 -1.2 -1.0 0.2
H -2.324414 2.307678 -4.052976 0.6 -1.7 0.7
H -1.100768 0.903399 -3.979975 -1.4 0.3 0.7
H -3.367220 0.015260 -5.456807 0.2 0.4 1.4
H -0.032327 1.511417 1.617818 -1.4 -0.6 -1.4
H -0.851295 2.350429 0.257758 -0.2 -1.6 0.6
H -1.843234 2.649593 2.503250 -0.4 -1.6 -1.1
H -2.448062 0.943732 2.667974 0.7 0.7 -1.2
H -3.455939 2.734989 0.194643 0.0 -1.1 1.3
H -4.020329 2.988835 1.910010 0.7 -1.3 -1.3
H -4.294308 0.031647 0.691854 -0.6 1.5 0.4
H -4.790766 0.716089 2.317736 0.1 0.4 -1.9
H 2.175444 0.165888 -1.851018 -2.0 -0.1 0.6
H 0.443297 0.689144 -2.417447 1.1 -0.9 1.6
H 1.382905 2.332095 0.018967 0.0 -0.9 -1.3
H 0.800221 2.810660 -1.641211 0.8 -1.6 1.0
H 3.715056 1.602109 -1.414371 -0.9 1.5 0.3
H 2.900200 2.701199 -2.642817 0.5 0.1 1.8
```
Positions in Å, forces in eV/Å.

Output
* net charge: 0
* frontier orbital gap: 7.9 eV
* DFT total energy: -111544.1327 eV

What are the Mulliken partial charges on each atom? They are as follows, in elementary charge units: -0.98, -0.02, -0.37, -0.68, 0.19, -0.27, 0.08, -0.93, -0.87, -0.26, 0.22, -0.54, -1.07, -0.49, 0.41, -0.58, 0.09, 1.22, -0.86, -0.77, -0.73, -0.22, -0.60, -1.06, -0.66, -0.46, 0.70, -0.35, -0.30, 0.73, -0.26, -0.24, 1.15, -0.35, -0.35, -0.15, -0.30, -0.31, 0.81, -1.44, -0.58, -0.52, -0.37, 1.01, 0.36, -0.42, -0.33, 0.38, -0.51, -0.22, 0.27, 0.26, 0.29, 0.15, 0.25, 0.21, 0.36, -0.18, 0.56, 0.76, 0.73, -0.01, 0.52, 0.35, 0.21, 0.71, 0.04, 0.48, 0.34, 0.28, 0.47, 0.37, 0.15, 0.14, 0.27, 0.50, 0.32, 0.21, 0.53, 0.14, 0.37, 0.74, -0.02, 0.13, 0.48, 0.28, 0.40


| no. | E_HOMO (eV) |
| --- | --- |
| 1 | -9.8264 |
| 2 | -3.9765 |
| 3 | -8.8422 |
| 4 | -9.4387 |